No. 1
C31H40BrIIrN3O3PS | wB97M-V/def2-TZVPD

The geometry in XYZ format:
```
82
Properties=species:S:1:pos:R:3:lowdin_spin:R:1
C 4.353 0.580 1.031 0.00
H -2.429 0.084 3.972 0.01
H 4.084 -0.049 -2.273 0.00
H -1.166 -0.516 -3.900 0.00
C 2.009 3.775 -0.989 0.00
H 7.543 0.301 -0.046 0.00
N -0.594 2.394 -1.606 0.02
P -1.583 -1.680 1.710 0.16
H -0.823 0.664 -5.163 0.00
C -0.882 0.524 -4.083 0.00
C -3.207 -1.422 2.593 0.03
C -0.450 -2.701 2.717 0.03
C 0.921 -2.572 2.456 0.02
H -1.251 -4.557 1.003 0.00
C -0.257 2.772 -0.403 0.05
O 1.753 0.593 -1.451 0.01
S -1.299 2.476 0.968 0.30
O 3.093 3.668 -0.498 0.00
C 6.459 0.319 -0.070 0.00
H -2.657 2.066 -1.516 0.00
C -1.760 -2.632 0.101 0.02
C -0.428 -2.474 -0.655 0.01
C 3.744 0.363 -0.193 0.01
C 1.439 5.315 -4.910 0.00
H -0.125 -1.426 -0.764 0.01
H 0.146 2.390 -2.295 0.00
C 2.251 0.418 -0.341 0.02
C 0.513 5.628 -3.919 0.00
H 2.152 -4.828 4.658 0.00
C 0.669 5.116 -2.642 0.00
H 1.315 5.714 -5.909 0.00
C 4.542 0.126 -1.307 0.00
C 1.429 -4.232 4.116 0.01
H -2.809 -0.950 -0.838 0.00
H 0.381 -3.014 -0.163 0.00
C 2.531 4.506 -4.619 0.00
C 5.730 0.564 1.086 0.00
H -1.796 2.483 -3.896 0.00
H 1.284 -1.875 1.708 0.01
H -4.442 -2.977 1.676 0.00
H 1.125 3.477 0.838 0.00
C -4.087 -2.672 2.661 0.01
C 0.075 -4.356 4.394 0.00
O 1.596 0.259 0.778 0.20
H 2.907 -3.215 2.930 0.00
H -2.992 -4.311 0.795 0.00
C -3.974 -0.305 1.863 0.01
H -2.917 1.147 -3.695 0.00
N 0.883 3.443 -0.141 0.02
H 3.257 4.271 -5.388 0.00
H -1.671 0.605 -1.504 0.00
H -1.972 -4.640 -0.604 0.00
N 5.873 0.097 -1.246 0.00
H -3.875 -2.271 -0.331 0.00
H -4.820 -0.004 2.487 0.00
H -4.372 -0.629 0.902 0.00
H -0.325 6.277 -4.143 0.00
C -2.013 -4.119 0.357 0.01
H -0.040 5.379 -1.864 0.00
C -0.858 -3.600 3.702 0.01
H -4.967 -2.428 3.263 0.00
C -2.892 -2.036 -0.742 0.00
C 1.758 4.295 -2.354 0.00
C 1.852 -3.333 3.147 0.00
C -2.868 -0.915 4.006 0.01
H -3.353 0.577 1.699 0.01
H 3.548 3.382 -3.083 0.00
H -0.261 -5.047 5.158 0.00
H 0.121 0.666 -3.671 0.00
Br 6.621 0.866 2.721 0.00
C -1.778 1.594 -1.951 0.01
H -2.847 -2.465 -1.747 0.00
H -0.542 -2.895 -1.658 0.00
I 0.632 0.982 4.046 0.54
C -1.906 1.482 -3.465 0.00
H 3.760 0.762 1.919 0.00
H -2.179 -1.568 4.543 0.00
H -3.594 -3.522 3.131 0.00
C 2.698 4.006 -3.338 0.00
H -3.793 -0.852 4.586 0.00
Ir -0.292 0.395 1.698 2.45
H -1.904 -3.713 3.953 0.00
```

## Properties
net charge = +1
ΔE to the lowest compared entry with this formula, charge and spin = 47.0 kJ/mol
M = 964.745 g/mol
highest occupied orbital energy (alpha / beta) = -11.17 / -11.21 eV
HOMO-LUMO gap (alpha / beta) = 8.3 / 5.6 eV
maximum force = 0.91 eV Å⁻¹
multiplicity = 5

---

No. 2
C31H40Cl4FKMgN3Na2O12 | wB97M-V/def2-TZVPD

The geometry in XYZ format:
```
95
Properties=species:S:1:pos:R:3:mulliken_charge:R:1
O 1.537 -3.383 4.225 -0.64
Cl -6.051 -0.837 0.909 -0.21
O -0.068 -4.219 8.512 -0.55
C -3.451 -4.539 0.086 -0.44
Cl -5.994 0.268 -1.886 -0.15
H 1.109 -4.472 0.416 0.35
C -0.321 1.895 -1.626 0.28
O 0.612 2.545 -2.005 -1.08
H 4.290 -0.509 0.583 0.45
Cl -1.750 -4.119 0.413 -0.06
O -2.647 -3.763 7.576 -0.54
Mg -6.957 3.166 -4.370 0.35
C 7.522 2.774 -2.516 -0.23
C -3.172 -0.711 -3.130 -1.57
H 7.442 1.692 -2.608 0.26
H -4.740 -5.277 -1.449 0.39
C -3.718 -4.914 -1.354 -0.58
H 2.302 -3.912 -1.628 -0.45
H 1.785 -3.951 6.612 0.44
H 4.597 0.468 -0.822 0.18
H 2.087 -0.496 -1.514 -0.03
C -2.166 1.636 -0.401 -0.27
O -2.921 2.081 0.292 -0.28
C -0.839 -3.002 4.517 0.21
H 6.327 4.219 -1.971 0.27
H 0.009 -3.079 0.265 0.23
F -2.706 2.302 2.664 -0.87
N -8.393 0.803 -4.497 1.18
O 6.258 3.262 -2.043 -0.45
O -8.592 1.922 -3.901 -0.58
H 8.703 4.230 -1.445 0.33
C 0.750 -3.760 6.351 -0.42
C -3.258 -1.153 0.797 -1.26
Cl -3.558 -3.514 -2.458 -0.08
H 1.169 -2.493 -1.908 0.76
H -1.050 3.022 1.314 0.65
H 0.446 1.763 2.514 0.52
C 8.634 3.145 -1.556 -1.05
H -1.992 -0.974 -4.849 0.46
C -1.669 -3.622 6.880 0.42
C -1.090 0.334 -3.529 -0.60
C 3.790 0.045 -0.210 -1.13
H 0.396 7.923 0.569 0.52
O 2.091 5.416 0.560 -0.38
N -0.780 1.819 -0.365 0.83
H 3.452 -2.766 0.001 0.53
C 2.959 1.218 0.349 0.08
H 1.019 0.182 0.302 0.13
C 2.983 -0.962 -1.098 -0.20
O 2.721 7.270 1.498 -0.51
H -3.493 -1.854 1.589 0.79
C 0.859 2.048 1.551 -1.22
H -2.618 -1.605 0.047 -0.10
H -3.693 -5.380 0.734 0.46
C 0.599 -3.807 -0.275 -1.46
H 3.535 1.611 1.189 0.46
H 8.436 2.734 -0.565 0.27
C -3.314 -0.062 -1.946 1.47
H -0.178 6.221 0.718 0.43
Na 2.624 2.728 -2.097 0.97
H -2.819 -0.245 1.220 0.25
C -0.230 2.706 0.644 -0.70
C -2.350 0.755 -1.598 0.39
C 0.467 6.992 1.142 -1.21
C -1.224 0.951 -2.356 -0.18
C -4.524 -0.720 0.100 0.94
O -1.009 -2.608 3.374 -0.34
H -3.046 -5.694 -1.703 0.33
C 1.614 0.813 0.963 -0.21
K 0.553 6.640 -1.147 0.89
N 1.887 6.526 1.064 0.71
H 2.072 -1.913 0.629 0.33
H 7.712 3.192 -3.508 0.27
H 0.115 3.627 0.154 0.21
H -0.206 0.496 -4.125 0.58
C 2.563 -2.207 -0.296 -0.73
O -7.358 0.704 -5.197 -0.62
C 0.566 -3.386 4.971 0.46
H 9.595 2.770 -1.907 0.34
C -2.086 -0.483 -3.893 -1.42
H 1.614 2.817 1.740 0.26
H -0.040 -4.442 -0.895 0.46
C 1.649 -3.137 -1.162 0.05
C -0.248 -3.903 7.359 0.28
C -1.839 -3.154 5.511 -0.30
H 2.832 2.047 -0.345 -0.53
H -3.933 -1.383 -3.466 1.34
H 0.228 7.156 2.189 0.34
H -2.867 -2.910 5.263 0.48
H 3.675 -1.277 -1.887 0.47
O -9.177 -0.101 -4.377 -0.55
Na 2.627 -4.489 -3.570 0.92
H 1.881 0.181 1.813 0.59
C -4.499 -0.234 -1.104 -0.51
H -4.061 -3.689 0.386 0.10
```

## Properties
net charge = +1
M = 916.863 g/mol
highest occupied orbital energy = -6.13 eV
HOMO-LUMO gap = 1.1 eV
maximum force = 7.22 eV Å⁻¹

---

No. 3
C31H40N4OTi | wB97M-V/def2-TZVPD

The geometry in XYZ format:
```
77
Properties=species:S:1:pos:R:3:lowdin_spin:R:1
H 2.518 0.976 -4.873 0.00
N -0.332 -0.841 -3.045 0.01
H 0.202 0.047 7.367 0.00
N -0.412 -2.460 -1.556 0.02
H -2.887 2.877 -3.699 0.00
H -2.312 0.474 4.787 0.00
H 1.012 2.782 -5.497 0.00
Ti 0.084 -0.179 -0.022 0.73
C 1.814 -1.769 2.243 0.01
H 2.732 -1.557 -1.739 0.00
H 3.877 -1.759 -0.401 0.00
C -1.769 1.073 -3.391 0.01
H 2.691 -1.766 2.897 0.00
H -1.898 0.755 6.531 0.00
C 1.301 0.814 1.750 0.02
H 1.610 1.827 3.664 0.00
H -0.394 -4.110 -2.969 0.00
C -1.519 0.693 5.516 0.00
H 0.950 -1.890 2.875 0.00
H 3.507 1.969 -1.526 0.00
C 0.556 -0.374 6.436 0.00
H -0.212 -4.183 -0.432 0.00
H -1.041 5.134 -4.341 0.00
C -1.944 2.362 -3.885 0.00
C -1.159 4.385 -5.134 0.00
C -0.357 -1.056 -1.693 0.03
C 1.148 3.076 0.528 0.02
H -3.346 -1.248 3.758 0.00
N -1.318 -1.318 1.002 0.00
C 1.439 1.618 0.583 0.03
H 1.954 -0.497 -4.066 0.00
H -0.386 -2.089 -4.801 0.00
C -1.721 -3.523 1.784 0.01
C -1.260 -2.655 0.754 0.01
C -0.552 0.432 -3.627 0.01
H -2.330 0.251 1.933 0.00
C -0.947 2.993 -4.627 0.00
H 0.350 0.641 3.591 0.00
H -2.170 4.504 -5.537 0.00
H -1.279 -4.541 1.798 0.00
H 1.993 3.680 0.885 0.00
H 2.869 0.575 -2.369 0.00
C 1.684 0.268 -4.795 0.00
H -2.674 -3.620 3.704 0.00
C 2.215 -0.528 0.054 0.00
O -0.792 -0.791 3.373 0.00
C 2.084 0.830 -0.424 0.01
H 0.008 -2.200 4.583 0.00
H -3.664 1.107 -2.453 0.00
H 1.600 -0.230 -5.770 0.00
C 0.841 1.397 3.013 0.00
C 0.233 2.301 -4.903 0.00
C 0.434 0.999 -4.438 0.00
C 1.739 -0.551 1.421 0.01
H 0.141 2.223 2.871 0.00
H -0.971 1.605 5.271 0.00
C -0.332 -2.050 -3.725 0.01
C 2.813 -1.686 -0.659 0.00
H 2.333 -2.631 -0.385 0.00
C 2.609 1.367 -1.682 0.01
C -0.339 -3.044 -2.840 0.00
H 0.929 3.367 -0.497 0.00
H -0.444 4.622 -5.925 0.00
H 1.018 -1.360 6.581 0.00
C -2.134 -0.836 1.990 0.01
C -0.537 -3.130 -0.379 0.02
H 1.915 -2.688 1.660 0.00
H -3.359 -0.382 -3.354 0.00
H 0.288 3.312 1.154 0.00
H 1.321 0.315 6.061 0.00
C -0.482 -1.217 4.455 0.00
C -2.476 -3.011 2.821 0.00
C -2.892 0.373 -2.705 0.01
C -2.881 -1.704 2.873 0.00
N -0.564 -0.423 5.530 0.00
H -2.592 -0.131 -1.780 0.00
H 1.868 2.005 -2.151 0.00
```

## Properties
net charge = -1
ΔE to the lowest compared entry with this formula, charge and spin = 20.0 kJ/mol
M = 532.555 g/mol
highest occupied orbital energy (alpha / beta) = -0.70 / -0.43 eV
HOMO-LUMO gap (alpha / beta) = 3.3 / 3.1 eV
maximum force = 3.64 eV Å⁻¹
multiplicity = 2